# 1
{
  "formula": "C4H15N3O2",
  "method": "ωB97M-V/def2-TZVPD",
  "species": ["O", "O", "N", "N", "N", "C", "C", "C", "C", "H", "H", "H", "H", "H", "H", "H", "H", "H", "H", "H", "H", "H", "H", "H"],
  "coordinates": [[3.512, -0.507, -0.019], [-1.130, -1.429, 1.168], [-1.837, -0.824, -1.010], [1.461, -1.350, 0.851], [-1.111, 0.847, 0.537], [-1.877, 1.932, -0.072], [2.150, -0.625, -0.382], [1.448, 0.616, -0.748], [-1.804, -0.546, 0.410], [-0.924, -1.157, -1.299], [-1.025, 1.002, 1.540], [1.933, -2.229, 1.050], [1.604, -0.748, 1.660], [0.860, 0.497, -1.650], [-1.942, 1.726, -1.137], [-2.513, -1.552, -1.206], [-2.893, 2.003, 0.330], [2.094, -1.386, -1.165], [-1.367, 2.880, 0.101], [-2.849, -0.438, 0.757], [0.343, 0.872, -0.006], [3.695, 0.414, 0.196], [0.055, -1.464, 0.992], [2.118, 1.465, -0.900]],
  "e_homo_ev": -8.28,
  "homo_lumo_gap_ev": 9.07,
  "total_charge": 0
}


# 2
{
  "formula": "C4H15N4",
  "method": "ωB97M-V/def2-TZVPD",
  "species": ["N", "N", "N", "N", "C", "C", "C", "C", "H", "H", "H", "H", "H", "H", "H", "H", "H", "H", "H", "H", "H", "H", "H"],
  "coordinates": [[3.012, -1.069, -2.865], [-0.851, -0.024, 1.131], [-0.204, 2.500, 2.931], [1.385, -0.547, -0.687], [-2.319, -1.268, -0.433], [-1.119, 2.353, 1.992], [0.114, -0.957, -0.891], [-0.958, -0.761, -0.080], [0.059, -0.123, 1.561], [3.225, -0.244, -3.417], [2.075, -0.709, -1.438], [-1.578, -0.296, 1.780], [-2.867, -0.550, -1.046], [-2.124, 2.083, 2.263], [-0.025, -1.566, -1.770], [-2.908, -1.459, 0.462], [-2.242, -2.193, -0.997], [3.889, -1.528, -2.638], [0.701, 2.896, 2.720], [-0.420, 2.330, 3.903], [-0.912, 2.665, 0.986], [2.486, -1.699, -3.460], [1.583, 0.167, -0.007]],
  "e_homo_ev": [-9.97, -9.97],
  "homo_lumo_gap_ev": [5.67, 5.67],
  "total_charge": 1
}


# 3
{
  "formula": "C4H15NO2",
  "method": "ωB97M-V/def2-TZVPD",
  "species": ["O", "O", "N", "C", "C", "C", "C", "H", "H", "H", "H", "H", "H", "H", "H", "H", "H", "H", "H", "H", "H", "H"],
  "coordinates": [[3.110, 0.004, -1.261], [2.077, 0.763, 1.940], [-1.572, 0.600, -0.575], [-0.735, 1.520, 0.171], [-1.464, -1.343, 0.887], [-1.343, -0.817, -0.565], [0.054, -1.151, -1.125], [-1.092, 1.681, 1.203], [-0.964, 2.538, -0.177], [1.955, 1.423, 2.640], [2.251, 0.342, -1.489], [-2.397, -0.902, 1.253], [-2.051, -1.385, -1.167], [0.059, -0.952, -2.207], [-1.568, -2.426, 0.875], [0.358, 1.446, 0.154], [-1.808, 1.104, -1.414], [-0.611, -0.963, 1.452], [0.357, -2.199, -1.064], [0.798, -0.486, -0.709], [3.432, 0.444, -0.469], [1.153, 0.758, 1.648]],
  "e_homo_ev": -8.76,
  "homo_lumo_gap_ev": 9.40,
  "total_charge": 0,
  "smiles": "CNC(C)C.O.O"
}


# 4
{
  "formula": "C4H15NO2S",
  "method": "ωB97M-V/def2-TZVPD",
  "species": ["S", "O", "O", "N", "C", "C", "C", "C", "H", "H", "H", "H", "H", "H", "H", "H", "H", "H", "H", "H", "H", "H", "H"],
  "coordinates": [[0.416, -3.070, 0.749], [-2.750, 1.423, -2.550], [-0.023, 0.774, 2.860], [0.219, 0.660, -0.169], [0.619, -0.614, -0.590], [1.199, 1.762, -0.243], [0.561, 3.061, -0.666], [-0.357, -1.742, -0.149], [-0.698, 1.052, -0.407], [-0.282, 3.158, 0.015], [0.864, 1.145, 2.783], [0.246, 3.188, -1.695], [-2.222, 2.196, -2.792], [-2.560, 0.851, -3.307], [-0.900, -2.127, -1.013], [-0.280, 0.603, 1.941], [2.065, 1.372, -0.798], [1.574, -0.783, -0.072], [-1.204, -1.315, 0.389], [0.908, -2.343, 1.765], [1.207, 3.900, -0.434], [0.822, -0.765, -1.658], [1.633, 1.846, 0.759]],
  "e_homo_ev": [-13.51, -13.11],
  "homo_lumo_gap_ev": [10.50, 4.81],
  "total_charge": 1,
  "s_squared": 0.76,
  "spin_multiplicity": 2
}


# 5
{
  "formula": "C4H15NO3",
  "method": "ωB97M-V/def2-TZVPD",
  "species": ["O", "O", "O", "N", "C", "C", "C", "C", "H", "H", "H", "H", "H", "H", "H", "H", "H", "H", "H", "H", "H", "H", "H"],
  "coordinates": [[13.697, -29.572, -2.421], [11.488, -30.005, -0.559], [15.069, -27.293, 1.343], [15.954, -23.747, 2.057], [14.947, -26.023, 1.945], [17.397, -25.721, 2.314], [16.146, -25.156, 1.656], [14.558, -27.323, 0.028], [16.305, -25.172, 0.571], [10.614, -30.329, -0.794], [14.878, -26.197, 3.029], [13.135, -29.756, -1.659], [17.350, -26.803, 2.397], [13.465, -27.249, 0.029], [14.998, -26.547, -0.608], [11.569, -30.160, 0.386], [17.504, -25.307, 3.324], [14.010, -25.541, 1.637], [18.279, -25.409, 1.758], [14.822, -28.269, -0.447], [13.186, -29.872, -3.177], [14.983, -23.481, 1.921], [16.115, -23.678, 3.058]],
  "e_homo_ev": -9.05,
  "homo_lumo_gap_ev": 9.45,
  "total_charge": 0,
  "smiles": "COC[C@H](C)N.O.O"
}


# 6
{
  "formula": "C4H15NO3",
  "method": "ωB97M-V/def2-TZVPD",
  "species": ["O", "O", "O", "N", "C", "C", "C", "C", "H", "H", "H", "H", "H", "H", "H", "H", "H", "H", "H", "H", "H", "H", "H"],
  "coordinates": [[3.123, -0.829, -1.389], [1.050, -2.141, -0.041], [2.820, 1.657, 0.115], [0.535, 0.297, 1.288], [-1.806, 0.532, 0.795], [-0.529, 0.387, 0.398], [-3.772, -0.284, -0.612], [-2.913, 0.789, -0.265], [2.596, -1.534, -0.879], [0.322, 0.569, 2.259], [-3.514, 1.544, 0.092], [3.078, 0.804, -0.381], [-1.958, 1.063, 1.737], [-2.373, 1.073, -1.161], [-4.318, -0.715, 0.253], [-4.638, 0.033, -1.198], [1.430, 0.846, 0.974], [0.893, -1.493, 0.782], [-0.332, 0.385, -0.731], [2.407, -0.436, -1.862], [-3.434, -1.100, -1.244], [3.554, 1.858, 0.714], [0.720, -3.017, 0.249]],
  "e_homo_ev": -8.23,
  "homo_lumo_gap_ev": 8.99,
  "total_charge": 0,
  "smiles": "CC/C=C/N.O.O.O"
}


# 7
{
  "formula": "C4H15NO3",
  "method": "ωB97M-V/def2-TZVPD",
  "species": ["O", "O", "O", "N", "C", "C", "C", "C", "H", "H", "H", "H", "H", "H", "H", "H", "H", "H", "H", "H", "H", "H", "H"],
  "coordinates": [[0.440, -1.767, -2.454], [-0.632, 0.981, -2.451], [4.157, 0.694, 0.460], [-0.322, 0.137, 0.634], [-1.086, -0.654, 1.630], [-1.210, 1.071, -0.054], [-0.567, -2.022, 1.912], [-0.477, 1.746, -1.251], [-0.961, 2.718, -1.343], [4.948, 1.161, 0.765], [0.581, 1.775, -1.009], [-1.451, 1.913, 0.602], [0.136, -0.473, -0.030], [-0.416, -2.672, 1.044], [-1.268, -2.573, 2.549], [-2.181, 0.628, -0.303], [-0.949, -0.073, 2.552], [0.364, -2.127, 2.472], [-0.246, -1.122, -2.270], [-1.328, 1.343, -2.993], [3.462, 1.204, 0.929], [-2.164, -0.610, 1.442], [1.171, -1.277, -2.835]],
  "e_homo_ev": -8.88,
  "homo_lumo_gap_ev": 9.58,
  "total_charge": 0,
  "smiles": "CCNCCO.O.O"
}


# 8
{
  "formula": "C4H15NO3",
  "method": "ωB97M-V/def2-TZVPD",
  "species": ["O", "O", "O", "N", "C", "C", "C", "C", "H", "H", "H", "H", "H", "H", "H", "H", "H", "H", "H", "H", "H", "H", "H"],
  "coordinates": [[-2.749, -1.573, -0.978], [-2.465, 0.588, 1.275], [0.431, -2.933, 1.656], [1.459, 0.826, 1.330], [0.539, 0.626, -2.327], [0.650, 1.046, 0.176], [1.041, 0.120, -0.978], [2.356, 1.588, 1.748], [2.116, 0.008, -1.015], [-2.159, -2.146, -0.468], [1.060, 1.543, -2.636], [-0.512, 0.934, -2.232], [0.630, -0.866, -0.781], [-2.838, -0.031, 0.629], [2.894, 1.322, 2.647], [0.862, -2.249, 1.147], [0.702, 2.076, -0.234], [-3.257, 0.922, 1.721], [2.668, 2.548, 1.284], [-0.353, -2.831, 2.186], [-0.382, 0.886, 0.454], [-3.199, -2.201, -1.558], [0.506, -0.202, -3.045]],
  "e_homo_ev": -9.16,
  "homo_lumo_gap_ev": 9.61,
  "total_charge": 0,
  "smiles": "C=NCCC.O.O.O"
}


# 9
{
  "formula": "C4H15NO3",
  "method": "ωB97M-V/def2-TZVPD",
  "species": ["O", "O", "O", "N", "C", "C", "C", "C", "H", "H", "H", "H", "H", "H", "H", "H", "H", "H", "H", "H", "H", "H", "H"],
  "coordinates": [[1.912, 1.862, 0.421], [-2.363, 1.854, 1.335], [-0.089, 0.125, -3.205], [-0.217, -0.185, 0.866], [0.568, -1.441, 0.722], [2.037, -1.522, 0.225], [-2.464, 0.609, 0.658], [-1.222, 0.239, -0.179], [0.830, -0.111, -3.343], [2.720, -0.765, 0.617], [-3.241, 0.660, -0.133], [2.009, -1.704, -0.842], [2.214, 2.691, 0.844], [-0.407, -0.751, -3.465], [-0.889, 1.119, -0.723], [-1.436, -0.705, -0.690], [-0.084, -2.163, 0.204], [2.393, -2.438, 0.715], [0.580, -1.732, 1.765], [0.377, 0.631, 1.012], [-1.490, 1.780, 1.735], [1.027, 2.103, 0.092], [-2.766, -0.155, 1.369]],
  "e_homo_ev": -8.38,
  "homo_lumo_gap_ev": 8.90,
  "total_charge": 0,
  "smiles": "CCNCCO.O.O"
}


# 10
{
  "formula": "C4H15NO3",
  "method": "ωB97M-V/def2-TZVPD",
  "species": ["O", "O", "O", "N", "C", "C", "C", "C", "H", "H", "H", "H", "H", "H", "H", "H", "H", "H", "H", "H", "H", "H", "H"],
  "coordinates": [[-1.593, 1.431, 0.798], [2.604, 0.795, -0.047], [1.403, -0.441, -1.762], [0.735, -0.476, 1.814], [-0.509, 0.818, 0.019], [-0.130, -0.546, 0.689], [-1.133, 0.740, -1.394], [-1.438, -1.318, 1.048], [0.121, -1.595, -1.032], [3.229, 1.516, -0.129], [2.191, 0.271, -0.940], [-0.439, 0.286, -2.090], [-1.232, 2.029, 1.463], [1.715, -0.557, 1.492], [-2.024, 0.146, -1.297], [0.634, 0.468, 2.195], [-1.515, 1.704, -1.741], [-2.346, -0.786, 0.790], [2.029, -1.034, -2.201], [0.325, 1.525, -0.005], [0.285, -1.128, -0.263], [-1.419, -2.262, 0.494], [-1.489, -1.585, 2.097]],
  "e_homo_ev": -9.55,
  "homo_lumo_gap_ev": 7.66,
  "total_charge": 0
}